No. 1
Below is 2 unconnected molecules or ions with the total composition C5H13BS at a distorted geometry, with properties calculated with ωB97M-V/def2-TZVPD.

Its total energy is -621.145065 Eh. Its HOMO-LUMO gap (spin up / spin down) is 0.247 / 0.333 hartree. The spin multiplicity is 3. The expectation value of S² is 2.009.

```
20
Properties=species:S:1:pos:R:3:forces:R:3:mulliken_charge:R:1
S -1.207 -1.535 -0.175 0.64 -0.70 -0.76 -0.1964
C 2.102 -1.305 -1.197 1.73 -0.45 0.32 -0.7349
C -0.616 1.445 0.077 -1.49 -0.26 -0.74 -0.5840
C 3.178 -1.463 -0.174 -0.94 -0.01 1.09 -0.8422
C -1.420 1.576 1.399 -2.03 -2.49 0.71 -0.8868
C -2.954 -1.637 0.470 1.71 2.94 -2.16 -0.9479
B -0.323 -0.051 -0.362 -1.69 1.27 0.76 0.1356
H 1.832 -2.294 -1.569 -0.58 0.75 -0.64 0.3400
H 3.236 -0.678 0.601 -0.22 -0.14 -0.28 0.2338
H -1.297 0.653 2.139 -0.20 1.51 -1.85 0.2197
H -2.573 1.653 1.201 2.15 -0.08 0.41 0.1922
H 3.169 -2.440 0.331 -0.14 0.30 -0.14 0.2857
H -3.457 -2.263 -0.155 -1.09 -2.22 -1.67 0.4115
H -1.124 1.982 -0.782 -0.29 -0.95 0.68 0.2946
H -3.437 -0.700 0.321 -0.27 0.90 0.67 0.2524
H -2.833 -1.998 1.396 -0.16 -0.98 3.50 0.3260
H -1.119 2.365 2.048 0.20 1.08 0.07 0.3431
H 4.079 -1.402 -0.717 1.63 0.05 -0.53 0.3545
H 0.196 2.112 0.065 1.81 0.41 0.56 0.4497
H 2.203 -0.358 -1.761 -0.77 -0.93 0.01 0.3534
```
Forces are in eV/Å.



No. 2
Below is a molecular structure, C5H13Br3N3S at a distorted geometry, with properties calculated with ωB97M-V/def2-TZVPD.

Its charge is +1. Its total energy is -8482.418750 Eh. Its HOMO-LUMO gap is 0.243 hartree.

```
25
Properties=species:S:1:pos:R:3:forces:R:3:mulliken_charge:R:1
Br 2.290 3.261 3.285 0.09 -0.04 -0.33 -0.0257
Br 2.749 4.969 0.611 0.00 -0.40 0.13 0.0059
Br 2.548 1.773 0.450 0.25 1.15 1.12 0.1384
S 1.932 0.321 -1.701 0.30 -0.51 -1.62 -0.1411
N 0.592 -0.801 -1.843 1.87 -1.78 2.72 -0.1563
N 1.496 -1.884 0.182 -0.18 -0.22 -0.51 -0.2504
N -0.884 -1.789 -0.214 2.33 0.56 -0.72 -0.1236
C -2.894 0.169 -1.116 -0.68 0.05 -0.12 -0.9723
C -2.815 -0.288 0.387 0.24 0.58 -0.35 -0.4533
C -1.417 -0.854 0.838 -1.83 0.37 0.66 -0.4421
C 3.095 3.301 1.525 0.21 0.28 0.37 -0.4446
C 0.453 -1.503 -0.589 -2.50 -0.20 -1.34 -0.0566
H -1.010 -2.773 0.020 0.47 0.33 0.66 0.3294
H -2.557 1.218 -1.302 -0.15 -0.82 0.36 0.2752
H -2.352 -0.489 -1.835 -0.35 0.35 0.76 0.2407
H -3.070 0.594 1.031 0.22 -0.85 -0.41 0.2988
H 3.108 -0.425 -1.759 -1.10 0.13 -0.07 0.2216
H -3.617 -1.050 0.550 0.84 0.42 -0.01 0.3361
H -0.684 -0.059 1.144 -0.57 -0.65 -0.72 0.2897
H 4.169 3.229 1.663 -0.15 0.01 -0.01 0.3676
H 1.709 -1.355 1.026 -0.32 -0.84 0.24 0.2532
H 1.990 -2.736 -0.091 0.62 0.90 0.04 0.2673
H -3.981 0.120 -1.407 1.08 0.18 0.19 0.3350
H 0.729 -1.465 -2.614 -0.98 0.33 -0.21 0.3574
H -1.577 -1.485 1.758 0.32 0.66 -0.85 0.3497
```
Forces are in eV/Å.



No. 3
Below is a molecular structure, C5H13ClI2O2PYb at a distorted geometry, with properties calculated with ωB97M-V/def2-TZVPD.

Its charge is +2. Its total energy is -2903.766536 Eh. Its HOMO-LUMO gap (spin up / spin down) is 0.186 / 0.183 hartree. The spin multiplicity is 2. The expectation value of S² is 0.751.

```
25
Properties=species:S:1:pos:R:3:forces:R:3:mulliken_charge:R:1
Yb 0.058 -0.109 1.062 6.93 -1.26 2.86 0.8092
I -0.679 -4.921 0.162 -0.95 0.22 0.27 -0.0183
I 1.828 -4.767 -0.461 0.94 0.12 -0.23 0.0569
Cl 2.337 -0.048 0.921 1.70 0.13 -0.15 -0.3236
P -0.032 0.465 -1.283 -0.47 1.02 -4.43 0.7154
O -0.015 -0.632 3.150 -1.02 -0.37 0.77 -0.4161
O -3.060 -0.146 1.161 -9.76 -0.20 0.43 0.1094
C -1.631 0.651 -2.083 -0.54 0.06 -0.21 -1.1405
C -2.007 -0.126 1.108 2.45 0.21 -0.47 0.0642
C 0.843 2.018 -1.594 0.23 0.40 0.39 -1.1033
C 0.456 0.575 3.816 0.09 0.32 0.58 -0.7037
C 0.856 -0.767 -2.265 0.27 -0.49 0.12 -1.0906
H -0.927 -0.768 3.442 0.12 -0.53 0.67 0.4075
H -2.204 -0.284 -2.010 0.13 0.17 -0.14 0.4053
H -1.490 0.907 -3.138 -0.16 -0.04 0.15 0.3931
H 0.914 2.191 -2.674 -0.05 -0.03 0.17 0.4139
H 0.219 0.487 4.880 0.02 0.26 -0.23 0.3358
H -2.214 1.441 -1.591 0.12 -0.09 -0.21 0.3811
H 0.307 2.852 -1.123 0.13 -0.09 -0.21 0.3910
H 0.332 -1.731 -2.220 0.11 0.13 -0.11 0.3545
H 1.848 1.961 -1.156 -0.20 0.06 -0.23 0.3959
H 1.863 -0.903 -1.849 -0.21 0.03 -0.21 0.3873
H 1.531 0.640 3.683 0.01 -0.08 -0.05 0.3445
H -0.058 1.445 3.370 0.15 0.07 0.30 0.4060
H 0.922 -0.431 -3.306 -0.05 -0.04 0.18 0.4252
```
Forces are in eV/Å.



No. 4
Below is a molecular structure, C5H13CuO2 at a distorted geometry, with properties calculated with ωB97M-V/def2-TZVPD.

Its total energy is -1989.051798 Eh. Its HOMO-LUMO gap is 0.229 hartree.

```
21
Properties=species:S:1:pos:R:3:forces:R:3:mulliken_charge:R:1
Cu 0.027 2.034 -0.412 -0.98 -1.59 0.68 0.3645
O -1.373 0.739 0.381 1.36 3.09 -0.16 -0.4240
O 1.749 0.666 -0.426 -0.38 0.97 -0.18 -0.2863
C 2.790 1.118 0.416 0.39 0.04 0.27 -0.6879
C -2.708 1.011 0.634 -0.41 0.37 -0.06 -0.7959
C -1.155 -1.211 -0.234 -0.01 -6.77 -0.86 -1.3235
C 0.150 -1.054 -1.012 -0.11 -0.38 -0.35 -0.2142
C 1.363 -0.679 -0.183 0.01 -0.63 0.37 -0.4571
H -2.012 -1.163 -0.929 -0.12 1.26 1.53 0.3176
H -3.116 0.384 1.455 0.23 0.03 -0.28 0.2169
H 2.776 2.215 0.394 0.17 -0.30 0.00 0.2192
H -1.453 -2.623 -0.263 1.17 1.92 -0.43 0.2683
H 2.639 0.777 1.455 0.00 0.13 -0.31 0.3525
H -3.326 0.819 -0.271 0.02 0.11 0.36 0.2862
H 2.213 -1.334 -0.438 -0.08 0.25 0.14 0.3597
H 0.003 -0.300 -1.801 0.19 -0.15 0.15 0.1897
H 3.760 0.745 0.054 -0.20 0.12 0.13 0.2771
H 1.145 -0.784 0.896 0.06 -0.02 -0.31 0.3521
H -0.965 -1.412 0.836 -1.20 1.42 -0.46 0.4574
H 0.380 -2.011 -1.502 -0.05 0.48 -0.08 0.3105
H -2.885 2.061 0.948 -0.04 -0.36 -0.17 0.2171
```
Forces are in eV/Å.



No. 5
Below is a molecular structure, C5H13CuO2 at a distorted geometry, with properties calculated with ωB97M-V/def2-TZVPD.

Its charge is +1. Its total energy is -1988.821795 Eh. Its HOMO-LUMO gap (spin up / spin down) is 0.305 / 0.233 hartree. The spin multiplicity is 2. The expectation value of S² is 0.758.

```
21
Properties=species:S:1:pos:R:3:forces:R:3:mulliken_charge:R:1
Cu -5.515 -1.591 -2.147 0.38 -0.23 0.67 0.6708
O -4.598 -0.020 -1.764 -0.24 -0.33 -0.75 -0.2775
O -6.326 -0.753 -3.661 -0.30 0.12 0.08 -0.3198
C -6.969 -1.282 -4.815 -0.27 -0.34 -0.68 -0.6972
C -2.170 0.342 0.260 -0.10 0.84 -0.34 -0.8399
C -5.588 0.460 -3.895 0.40 0.17 -0.54 -0.4086
C -3.654 0.141 0.561 -1.67 -3.34 1.26 -0.5181
C -5.151 1.002 -2.542 -0.32 1.10 0.22 -0.2219
H -4.024 -1.046 0.242 1.29 2.84 1.98 -0.0158
H -6.230 -1.471 -5.605 -0.19 0.04 0.18 0.3402
H -3.716 0.520 1.596 -0.06 -1.63 0.62 0.3120
H -2.032 1.177 -0.448 0.41 -0.66 -0.05 0.2247
H -7.453 -2.221 -4.526 0.11 0.28 -0.08 0.2797
H -7.725 -0.570 -5.171 0.18 -0.16 0.11 0.2606
H -4.414 1.805 -2.721 -0.14 -0.31 0.04 0.3221
H -1.719 -0.624 -0.026 -0.13 0.79 -0.31 0.2619
H -1.683 0.646 1.206 -0.15 -0.16 -0.62 0.3551
H -6.025 1.451 -2.034 0.26 -0.22 -0.13 0.2920
H -6.234 1.178 -4.422 0.18 -0.13 0.19 0.3528
H -4.657 0.554 0.412 0.56 1.26 -2.03 0.2972
H -4.722 0.214 -4.529 -0.21 0.10 0.17 0.3297
```
Forces are in eV/Å.



No. 6
Below is 2 unconnected molecules or ions with the total composition C5H13IN at a distorted geometry, with properties calculated with ωB97M-V/def2-TZVPD.

Its charge is +1. Its total energy is -550.238504 Eh. Its HOMO-LUMO gap (spin up / spin down) is 0.247 / 0.248 hartree. The spin multiplicity is 3. The expectation value of S² is 2.017.

```
20
Properties=species:S:1:pos:R:3:forces:R:3:mulliken_charge:R:1
I 2.245 0.100 -0.079 0.66 0.24 -0.90 0.2789
N -0.546 -1.369 -0.199 -0.58 0.56 1.41 0.0232
C -0.480 -1.436 -1.656 -1.95 1.69 -4.06 -0.8502
C 0.240 -0.318 0.546 0.99 -2.54 -1.22 0.0554
C 0.043 -2.569 0.430 0.03 -1.64 -2.10 -1.0727
C -0.278 0.667 1.293 -2.88 1.75 0.15 -1.2978
C 0.547 3.336 0.304 -3.24 -0.10 0.07 -0.9170
H -0.489 -3.411 0.093 -1.05 -1.20 -0.45 0.4508
H 0.489 3.133 -0.804 -0.25 0.02 1.21 0.2440
H 0.045 4.295 0.503 0.82 0.29 -0.51 0.3387
H -1.291 1.096 1.078 0.79 -0.32 0.30 0.2533
H 1.602 3.370 0.569 -0.32 -0.37 0.69 0.3155
H 0.443 1.344 1.684 0.10 -0.12 1.28 0.6860
H -0.309 2.717 0.938 3.06 1.42 -1.94 0.0600
H 0.328 -1.882 -2.255 0.87 0.26 1.61 0.3755
H -0.642 -0.386 -2.135 0.24 -1.75 1.16 0.3434
H -0.117 -2.457 1.414 -0.37 0.15 3.63 0.4953
H 1.081 -2.859 0.254 0.05 1.21 -0.45 0.3653
H -1.621 -1.294 0.124 2.92 -0.21 -1.01 0.4651
H -1.289 -2.076 -2.101 0.10 0.65 1.12 0.3871
```
Forces are in eV/Å.



No. 7
Below is C5H13N in the gas phase at a distorted geometry, with properties calculated with ωB97M-V/def2-TZVPD.

Its total energy is -253.036132 Eh. Its HOMO-LUMO gap is 0.368 hartree. As for the SMILES: CCCCNC.

```
19
Properties=species:S:1:pos:R:3:forces:R:3:mulliken_charge:R:1
N -0.820 -1.597 0.295 -0.53 -0.50 0.70 -0.3852
C -0.104 0.325 -1.029 0.59 -0.62 -0.28 -0.8115
C -0.896 -2.271 1.597 0.96 0.54 0.01 -0.8724
C 0.342 1.789 -1.105 0.28 -0.47 -0.01 -0.2948
C -0.232 -0.281 0.385 0.57 0.66 -1.63 -0.4881
C 1.571 2.075 -0.257 0.38 0.49 0.56 -1.1941
H 1.500 1.734 0.774 -0.23 0.00 0.08 0.3164
H 0.649 -0.252 -1.591 0.00 -0.08 0.25 0.2772
H -0.490 2.444 -0.852 0.03 0.17 0.01 0.3143
H -1.017 0.118 -1.584 -0.31 0.35 0.07 0.3841
H -0.723 -3.329 1.478 -0.34 -0.40 -0.05 0.3358
H 2.471 1.617 -0.653 0.07 -0.37 -0.26 0.3067
H 0.671 1.979 -2.130 -0.52 0.20 -0.10 0.2706
H -1.796 -2.078 2.157 -0.64 0.01 -0.14 0.2553
H 0.793 -0.317 0.774 -0.13 0.04 0.54 0.3755
H -0.833 0.428 0.951 -0.19 -0.30 0.49 0.3123
H -0.243 -2.193 -0.282 0.05 0.26 -0.30 0.2632
H 1.823 3.139 -0.201 -0.28 0.01 -0.12 0.3327
H -0.088 -1.920 2.245 0.23 0.01 0.17 0.3018
```
Forces are in eV/Å.



No. 8
Below is a molecular structure, C5H13N at a distorted geometry, with properties calculated with ωB97M-V/def2-TZVPD.

Its total energy is -252.852829 Eh. Its HOMO-LUMO gap is 0.268 hartree.

```
19
Properties=species:S:1:pos:R:3:forces:R:3:mulliken_charge:R:1
N 0.568 -0.403 -1.934 -0.27 0.43 0.81 -0.8515
C -1.025 -0.706 1.046 0.27 0.11 1.09 -0.5973
C -0.519 -2.149 0.976 -0.09 -0.40 -1.70 -1.1584
C -0.239 1.496 0.158 -0.03 0.33 3.89 -0.3987
C 0.074 0.222 0.588 -0.59 -0.16 1.12 -0.1534
C 0.710 2.295 -0.509 0.19 0.00 0.64 -0.9907
H 0.921 0.276 1.263 0.70 -0.50 -0.43 0.3695
H -1.306 -0.491 2.077 -0.07 0.15 0.22 0.3533
H 0.063 1.566 -1.204 0.98 1.18 -2.09 0.4454
H -0.995 -2.876 1.635 0.10 0.30 0.16 0.3535
H -0.702 -2.495 -0.057 -0.03 -0.09 0.34 0.2812
H 0.765 -1.197 -2.541 -0.14 -0.22 0.55 0.1029
H 0.638 3.377 -0.488 -0.64 -0.16 -0.65 0.3191
H 0.437 -0.328 -0.521 0.65 -0.45 -2.22 0.4542
H 1.739 1.961 -0.415 -0.09 -0.38 -0.49 0.2862
H 1.346 0.219 -2.111 0.35 0.09 -0.25 0.1027
H -1.905 -0.491 0.448 -0.19 -0.45 -0.21 0.3541
H -1.147 1.923 0.568 -0.73 0.15 -1.36 0.4270
H 0.580 -2.199 1.022 -0.37 0.07 0.57 0.3008
```
Forces are in eV/Å.



No. 9
Below is 2 unconnected molecules or ions with the total composition C5H13N at a distorted geometry, with properties calculated with ωB97M-V/def2-TZVPD.

Its total energy is -253.004095 Eh. Its HOMO-LUMO gap is 0.398 hartree. As for the SMILES: C=NC.CCC.

```
19
Properties=species:S:1:pos:R:3:forces:R:3:mulliken_charge:R:1
N -0.387 0.165 -1.896 -0.26 -0.05 0.05 -0.3316
C 0.488 1.132 2.488 -0.05 -1.25 -1.26 -1.1081
C 0.840 -1.298 1.707 0.82 0.95 -0.36 -1.0628
C -1.749 0.629 -1.575 0.49 -0.26 -0.75 -0.8419
C 1.225 0.180 1.515 -0.23 0.38 -0.52 -0.1144
C -0.296 -0.796 -2.708 0.11 0.98 -0.47 -0.2843
H -2.070 -0.125 -0.861 -0.61 0.53 0.38 0.3006
H -0.233 -1.335 1.538 -0.16 -0.32 0.43 0.2401
H -0.569 0.851 2.438 -0.09 0.43 0.04 0.2715
H 1.158 -1.643 2.687 -0.34 -0.29 0.14 0.3493
H 1.292 -1.922 0.937 0.14 -0.08 0.06 0.2955
H 0.693 -1.173 -2.955 -0.04 -0.21 0.09 0.2644
H -1.748 1.655 -1.223 0.23 -0.13 0.64 0.2526
H -2.431 0.669 -2.435 0.13 -0.52 -0.07 0.3856
H 2.281 0.471 1.481 0.17 -0.75 0.52 0.3383
H -1.149 -1.128 -3.308 -0.05 -0.36 0.15 0.2475
H 0.946 0.421 0.483 -0.38 0.18 0.13 0.1249
H 0.792 0.975 3.517 0.30 0.38 0.13 0.3490
H 0.653 2.121 2.072 -0.20 0.39 0.67 0.3238
```
Forces are in eV/Å.



No. 10
Below is C5H13N in the gas phase, with properties calculated with ωB97M-V/def2-TZVPD.

Its total energy is -253.058747 Eh. Its HOMO-LUMO gap is 0.382 hartree. As for the SMILES: CC(C)[C@@H](C)N.

```
19
Properties=species:S:1:pos:R:3:forces:R:3:mulliken_charge:R:1
N -0.240 0.130 1.728 0.10 -0.32 -0.35 -0.7513
C 1.232 0.657 -1.003 -0.29 -0.18 0.29 -1.4478
C -0.390 -0.677 0.489 0.02 0.29 0.54 0.6589
C 0.602 -1.835 0.541 -0.14 -0.29 -0.13 -1.6524
C -1.101 1.464 -0.658 -0.10 0.07 -0.52 -1.8079
C -0.209 0.220 -0.739 -0.13 0.48 -0.08 0.5282
H 1.266 1.189 -1.949 0.13 0.16 -0.08 0.4281
H -1.058 0.708 1.872 -0.02 0.01 0.06 0.2147
H 0.949 -2.090 -0.458 0.07 -0.04 -0.07 0.3285
H -0.168 -0.494 2.523 -0.04 0.05 0.04 0.2332
H -1.406 -1.090 0.436 -0.01 -0.03 -0.10 0.3090
H 1.467 -1.596 1.158 0.11 0.17 -0.08 0.4536
H -0.831 2.115 0.175 -0.09 -0.08 0.04 0.4515
H -2.160 1.190 -0.622 0.04 0.03 0.30 0.3452
H 1.555 1.318 -0.197 0.13 -0.02 -0.09 0.3248
H -0.996 2.059 -1.576 0.09 -0.10 0.18 0.4275
H -0.583 -0.328 -1.606 0.16 -0.33 -0.07 0.2331
H 0.161 -2.747 0.948 -0.11 0.10 0.11 0.3861
H 1.912 -0.191 -1.064 0.07 0.03 0.01 0.3369
```
Forces are in eV/Å.



No. 11
Below is 2 unconnected molecules or ions with the total composition C5H13N, with properties calculated with ωB97M-V/def2-TZVPD.

Its total energy is -253.020809 Eh. Its HOMO-LUMO gap is 0.333 hartree. As for the SMILES: C=CNC.CC.

```
19
Properties=species:S:1:pos:R:3:forces:R:3:mulliken_charge:R:1
N -0.598 1.187 -0.023 0.13 -0.03 -0.17 -0.0549
C -0.535 2.394 0.759 -0.08 0.25 -0.04 -0.9573
C -2.020 -0.556 -0.854 -0.24 -0.12 -0.09 -0.7942
C 1.335 -1.507 0.636 0.06 0.00 -0.06 -0.6716
C -1.688 0.351 0.058 0.15 0.01 0.03 -0.0422
C 1.944 -1.321 -0.744 0.05 -0.15 0.17 -0.8150
H 1.639 -2.461 1.060 0.00 -0.08 0.10 0.3487
H -1.486 -0.648 -1.785 0.17 0.00 -0.19 0.2248
H 1.594 -2.096 -1.423 0.03 -0.02 -0.13 0.2519
H -0.865 2.179 1.776 0.05 0.04 0.01 0.3059
H 1.671 -0.355 -1.154 -0.02 0.17 -0.15 0.1858
H -2.835 -1.235 -0.692 -0.18 -0.08 0.09 0.2545
H -2.234 0.429 0.989 -0.07 0.01 0.09 0.1960
H 0.497 2.742 0.796 -0.05 0.03 0.09 0.3010
H 3.031 -1.373 -0.694 0.04 0.01 -0.10 0.3348
H -0.198 1.260 -0.947 0.00 -0.03 0.07 0.2146
H 1.658 -0.714 1.307 -0.01 0.03 0.11 0.2235
H 0.250 -1.483 0.578 -0.08 -0.01 0.08 0.1672
H -1.161 3.205 0.357 0.05 -0.04 0.10 0.3265
```
Forces are in eV/Å.



No. 12
Below is 2 unconnected molecules or ions with the total composition C5H13N at a distorted geometry, with properties calculated with ωB97M-V/def2-TZVPD.

Its total energy is -252.803842 Eh. Its HOMO-LUMO gap is 0.215 hartree.

```
19
Properties=species:S:1:pos:R:3:forces:R:3:mulliken_charge:R:1
N -1.680 0.383 -1.520 0.85 -0.29 -0.61 -0.8570
C 0.544 -1.341 0.383 2.93 0.35 -1.60 -0.8619
C 0.471 0.260 1.380 -1.30 0.28 1.36 -0.4320
C -1.054 0.335 1.554 -0.23 -0.97 -0.58 -1.2467
C 1.215 -0.165 -0.044 1.14 -0.11 -2.44 0.7615
C 1.049 0.365 -1.394 0.12 0.48 1.54 -1.7329
H -1.771 -0.543 -1.933 -0.40 -0.34 0.11 0.2672
H -0.226 -1.747 -0.241 -1.02 0.20 0.22 0.3776
H -1.975 0.962 -2.312 0.16 0.18 0.28 0.2486
H 1.446 1.368 -1.500 0.10 0.15 -0.21 0.3658
H 2.280 -0.058 0.188 -0.26 -0.09 1.14 0.3778
H 1.461 -0.335 -2.095 -0.26 -0.37 -0.46 0.3170
H -1.470 0.878 0.711 -0.20 0.45 0.30 0.4002
H -1.530 -0.646 1.444 0.12 0.14 0.30 0.2967
H 0.956 -0.163 2.261 0.14 -0.08 -0.21 0.4045
H 1.349 -1.971 0.715 -0.52 -0.83 1.44 0.3448
H 0.773 1.321 1.386 0.41 -0.18 -0.41 0.3397
H -1.300 0.701 2.543 -0.06 0.46 -0.01 0.3687
H -0.537 0.398 -1.525 -1.73 0.57 -0.17 0.2605
```
Forces are in eV/Å.